# 1
A structure of composition C10H12N2S at a distorted geometry, computed with ωB97M-V/def2-TZVPD.

Values from the calculation:
max |F|: 0.0282 hartree/bohr
molar mass: 192.29 g mol⁻¹
frontier orbital gap: 8.42 eV

Element x y z (Å)
1 C 1.674 2.171 0.364
2 C 1.800 0.987 -0.655
3 C 1.282 -0.292 0.057
4 C 1.891 -1.611 -0.553
5 C -0.234 -0.357 0.219
6 C -0.737 -0.784 1.424
7 C -2.157 -0.922 1.690
8 C -3.097 -0.632 0.748
9 C -2.628 -0.144 -0.516
10 N -3.428 0.211 -1.539
11 S -2.399 0.709 -2.694
12 N -0.951 0.467 -2.016
13 C -1.211 -0.006 -0.778
14 H 2.319 1.960 1.234
15 H 1.929 3.120 -0.127
16 H 0.634 2.155 0.740
17 H 1.221 1.270 -1.544
18 H 2.857 0.878 -0.950
19 H 1.694 -0.244 1.083
20 H 2.625 -1.391 -1.346
21 H 2.473 -2.125 0.237
22 H 1.121 -2.327 -0.874
23 H -0.029 -1.032 2.219
24 H -2.480 -1.299 2.665
25 H -4.169 -0.758 0.912

Here are the natural (NBO) charges for atoms 1 to 4, given in e:
1 C -0.6064
2 C -0.3957
3 C -0.2417
4 C -0.6046

# 2
The ion C10H12N3O with charge +1 at a distorted geometry, computed with ωB97M-V/def2-TZVPD.

Values from the calculation:
max |F|: 0.0731 hartree/bohr
molar mass: 190.23 g mol⁻¹
total charge: +1
frontier orbital gap: 7.74 eV

Element x y z (Å)
1 C -3.876 -0.222 -2.594
2 C -3.872 -0.571 -1.277
3 C -2.649 -0.131 -3.219
4 C -2.736 -0.771 -0.553
5 C -1.418 -0.336 -2.571
6 C -1.482 -0.676 -1.202
7 C -0.038 -0.242 0.629
8 C 0.452 -1.825 -1.116
9 C 3.502 -0.826 1.204
10 C 1.356 0.800 2.249
11 N -0.268 -0.984 -0.517
12 N 2.176 -0.784 0.704
13 N 1.231 -0.049 1.141
14 O 1.196 -2.576 -1.564
15 H -4.790 -0.171 -3.080
16 H -4.730 -0.973 -0.791
17 H -2.570 0.146 -4.270
18 H -2.706 -1.208 0.443
19 H -0.368 -0.165 -2.895
20 H -0.842 0.366 0.864
21 H 3.524 -0.349 2.171
22 H 3.751 -1.885 1.266
23 H 4.218 -0.394 0.468
24 H 0.424 0.833 2.766
25 H 1.883 1.740 2.014
26 H 1.929 0.318 2.955

Here are the natural (NBO) charges for atoms 1 to 4, given in e:
1 C -0.1713
2 C -0.1721
3 C -0.1676
4 C -0.2175

# 3
A structure of composition C10H12N3O4PPr at a distorted geometry, computed with ωB97M-V/def2-TZVPD.

Values from the calculation:
max |F|: 0.1257 hartree/bohr
molar mass: 410.10 g mol⁻¹
total charge: +3
spin multiplicity: 3
<S²>: 2.019
frontier orbital gap (spin up / spin down): 5.06 / 5.61 eV

Element x y z (Å)
1 O 0.039 -3.122 -3.302
2 C 0.051 -2.009 -2.977
3 Pr 0.277 0.400 -2.332
4 O -3.172 -0.215 -5.375
5 C -2.284 -0.008 -4.691
6 C 1.944 -0.036 -4.270
7 O 2.739 -0.232 -5.085
8 C -0.047 2.927 -3.312
9 O -0.110 4.030 -3.641
10 C 1.264 -0.191 2.733
11 N 1.198 0.886 1.709
12 C -0.107 1.600 1.841
13 N -1.283 0.686 1.720
14 C -1.167 -0.385 2.746
15 N 0.115 -1.131 2.657
16 C 0.176 -1.996 1.485
17 P 0.086 -0.983 -0.018
18 C 1.381 0.347 0.334
19 C -1.391 0.122 0.356
20 H 1.244 0.293 3.730
21 H 2.190 -0.765 2.594
22 H -0.175 2.381 1.066
23 H -0.142 2.044 2.855
24 H -1.995 -1.097 2.620
25 H -1.211 0.103 3.740
26 H 1.122 -2.556 1.488
27 H -0.674 -2.694 1.496
28 H 1.341 1.228 -0.354
29 H 2.382 -0.100 0.263
30 H -2.301 -0.492 0.287
31 H -1.490 0.966 -0.362

Here are the natural (NBO) charges for atoms 1 to 4, given in e:
1 O -0.2437
2 C 0.4348
3 Pr 1.4465
4 O -0.3228

# 4
A structure of composition C10H12N3O6PtS2 at a distorted geometry, computed with ωB97M-V/def2-TZVPD.

Values from the calculation:
max |F|: 0.0283 hartree/bohr
molar mass: 529.43 g mol⁻¹
total charge: -2
spin multiplicity: 2
<S²>: 0.760
frontier orbital gap (spin up / spin down): 4.86 / 6.17 eV

Element x y z (Å)
1 Pt -0.370 0.614 0.237
2 O 1.522 -2.190 0.569
3 N 0.907 -2.847 -0.335
4 C 1.566 -3.861 -0.971
5 C 0.966 -4.688 -1.887
6 C -0.375 -4.485 -2.204
7 C -1.022 -3.428 -1.599
8 C -0.399 -2.583 -0.674
9 S -1.367 -1.324 0.050
10 H 2.592 -3.948 -0.649
11 H 1.550 -5.479 -2.339
12 H -0.890 -5.111 -2.921
13 H -2.050 -3.197 -1.840
14 N -0.235 0.360 2.188
15 C -0.901 0.165 3.187
16 N -0.436 0.089 4.506
17 C -1.276 -0.524 5.499
18 C -0.858 -0.026 6.872
19 O 0.516 -0.289 7.128
20 C 1.339 0.305 6.125
21 C 0.971 -0.185 4.739
22 H -1.191 -1.625 5.484
23 H -2.314 -0.262 5.288
24 H -1.416 -0.531 7.664
25 H -1.041 1.055 6.932
26 H 2.367 0.044 6.384
27 H 1.225 1.397 6.163
28 H 1.180 -1.264 4.667
29 H 1.549 0.323 3.967
30 O -0.195 3.379 -2.637
31 S -0.560 2.619 -1.450
32 O -0.435 1.109 -1.760
33 O -1.899 2.918 -0.953
34 O 0.437 2.712 -0.321

Here are the natural (NBO) charges for atoms 1 to 4, given in e:
1 Pt 0.7840
2 O -0.5471
3 N 0.0675
4 C -0.0317

# 5
The ion C10H12N5 with charge +1 at a distorted geometry, computed with ωB97M-V/def2-TZVPD.

Values from the calculation:
max |F|: 0.0793 hartree/bohr
molar mass: 202.24 g mol⁻¹
total charge: +1
frontier orbital gap: 7.12 eV

Element x y z (Å)
1 C 2.477 -2.078 0.652
2 C 3.157 -1.090 -0.172
3 C 1.144 -1.789 0.886
4 C 1.509 0.399 0.144
5 C -1.059 1.903 0.848
6 C -1.477 0.552 0.495
7 C -0.699 -0.463 0.134
8 C -2.916 0.189 0.170
9 C -1.603 -1.621 -0.452
10 C 2.099 2.627 -0.347
11 N 2.734 0.144 -0.309
12 N 0.671 -0.608 0.433
13 N 0.082 2.396 0.620
14 N -2.904 -1.215 -0.114
15 N 1.101 1.657 0.065
16 H 2.851 -3.095 0.892
17 H 3.971 -1.341 -0.870
18 H 0.479 -2.366 1.563
19 H -1.721 2.474 1.511
20 H -3.478 0.590 0.976
21 H -3.265 0.693 -0.774
22 H -1.566 -1.654 -1.537
23 H -1.177 -2.539 -0.063
24 H 1.863 3.555 0.200
25 H 2.901 2.178 0.056
26 H 2.260 2.795 -1.390
27 H -3.584 -1.692 0.315

Here are the natural (NBO) charges for atoms 1 to 4, given in e:
1 C -0.3220
2 C 0.1938
3 C 0.1046
4 C 0.6336

# 6
A structure of composition C10H12NO4SSiTl at a distorted geometry, computed with ωB97M-V/def2-TZVPD.

Values from the calculation:
max |F|: 0.0488 hartree/bohr
molar mass: 474.74 g mol⁻¹
frontier orbital gap: 8.12 eV

Element x y z (Å)
1 Tl 4.479 -1.363 0.000
2 O 5.715 3.052 0.000
3 C 4.970 2.106 0.000
4 O 5.193 0.876 0.000
5 C 3.408 2.510 0.000
6 O 3.035 3.648 0.000
7 O 2.631 1.405 0.000
8 C -3.607 -1.198 0.000
9 Si -1.733 -1.559 0.000
10 C -1.283 -2.497 -1.595
11 C -1.283 -2.497 1.595
12 C -0.832 0.133 0.000
13 C -1.531 1.309 0.000
14 C -0.860 2.543 0.000
15 C 0.500 2.551 0.000
16 N 1.195 1.395 0.000
17 C 0.590 0.165 0.000
18 S 1.474 -1.254 0.000
19 H -4.174 -2.123 0.000
20 H -3.909 -0.642 -0.882
21 H -3.909 -0.642 0.882
22 H -1.941 -3.346 -1.746
23 H -0.267 -2.873 -1.548
24 H -1.365 -1.856 -2.468
25 H -1.941 -3.346 1.746
26 H -1.365 -1.856 2.468
27 H -0.267 -2.873 1.547
28 H -2.608 1.289 0.000
29 H -1.392 3.479 0.000
30 H 1.075 3.462 0.000

Here are the natural (NBO) charges for atoms 1 to 4, given in e:
1 Tl 0.8424
2 O -0.5879
3 C 0.7188
4 O -0.8520

# 7
The ion C10H12NOS with charge +1 at a distorted geometry, computed with ωB97M-V/def2-TZVPD.

Values from the calculation:
max |F|: 0.0870 hartree/bohr
molar mass: 194.28 g mol⁻¹
total charge: +1
frontier orbital gap: 9.03 eV

Element x y z (Å)
1 C 2.316 -1.428 2.038
2 C -0.814 -0.377 -3.318
3 C 2.007 -0.650 0.809
4 C -0.239 0.302 -2.253
5 C 1.291 -1.343 2.887
6 C -1.664 -1.387 -2.945
7 C 0.688 -0.243 1.106
8 C -0.734 -0.111 -1.053
9 C 0.252 1.988 0.086
10 C -0.408 0.646 0.238
11 N -1.595 0.777 1.126
12 O 0.274 -0.535 2.375
13 S -1.758 -1.543 -1.240
14 H 3.245 -1.903 2.391
15 H -0.501 -0.189 -4.283
16 H 2.581 -0.299 -0.048
17 H 0.676 1.040 -2.360
18 H 0.954 -1.700 3.821
19 H -2.130 -2.190 -3.604
20 H 1.268 1.843 -0.046
21 H 0.139 2.571 1.006
22 H -0.185 2.354 -0.805
23 H -2.420 0.174 0.761
24 H -1.934 1.784 1.239
25 H -1.305 0.419 2.074

Here are the natural (NBO) charges for atoms 1 to 4, given in e:
1 C -0.2696
2 C -0.2486
3 C -0.3016
4 C -0.2298

# 8
The ion C10H12NS2 with charge +1 at a distorted geometry, computed with ωB97M-V/def2-TZVPD.

Values from the calculation:
max |F|: 0.1406 hartree/bohr
molar mass: 210.35 g mol⁻¹
total charge: +1
frontier orbital gap: 6.26 eV

Element x y z (Å)
1 C -1.840 3.046 0.779
2 C -1.322 3.153 -0.472
3 C -2.008 1.864 1.339
4 C -0.865 2.091 -1.178
5 C -1.616 0.688 0.737
6 C -0.977 0.774 -0.575
7 C 0.219 -2.685 -1.024
8 C 2.475 -0.522 1.715
9 C -0.415 -0.333 -1.187
10 C 2.792 -2.399 -0.266
11 N -0.421 -1.486 -0.588
12 S 1.388 -3.076 0.356
13 S 3.539 -1.149 0.608
14 H -2.114 3.997 1.213
15 H -1.337 4.087 -0.945
16 H -2.506 1.567 2.380
17 H -0.403 2.249 -2.139
18 H -1.953 -0.341 1.126
19 H -0.514 -3.424 -1.323
20 H 0.782 -2.722 -2.010
21 H 2.714 0.535 2.032
22 H 1.622 -1.028 1.999
23 H 0.055 -0.301 -2.203
24 H 3.505 -3.021 -0.692
25 H -0.799 -1.562 0.317

Here are the natural (NBO) charges for atoms 1 to 4, given in e:
1 C -0.1277
2 C -0.2041
3 C -0.2167
4 C -0.1101